14
Properties=species:S:1:pos:R:3 method="wB97M-V/def2-TZVPD" de_lowest_kcal_mol=75.4 homo_energy_ev=-8.49 lumo_energy_ev=0.94
C -2.16 -0.06 -0.11
N -1.01 0.50 -0.80
C 0.26 0.16 -0.36
N 1.29 0.14 -1.17
N 2.35 -0.14 -0.37
C 2.10 -0.43 0.93
C 0.69 -0.16 0.98
H -2.17 0.26 0.93
H -3.07 0.32 -0.58
H -2.19 -1.16 -0.13
H -1.07 0.50 -1.81
H 3.26 -0.17 -0.81
H 1.63 0.61 1.50
H 0.06 -0.34 1.85